{"formula": "C4H8N2O2", "method": "ωB97M-V with the def2-TZVPD basis set", "gap_ev": [8.06, 8.57], "total_energy_ha": -416.960123, "charge": 0, "homo_ev": [-7.772, -7.961], "multiplicity": 1, "species": ["C", "C", "C", "C", "N", "N", "O", "O", "H", "H", "H", "H", "H", "H", "H", "H"], "xyz": [[1.62845, 0.32884, 0.06258], [0.57170, -0.31246, 0.63128], [0.32285, 1.41031, -1.46282], [-0.90789, -0.86055, 2.37803], [-0.57198, 0.33759, -1.56015], [-0.10793, -0.70213, -2.30543], [1.59920, 1.03938, -1.12146], [0.25142, -1.13206, 1.64699], [2.64885, 0.53989, 0.40701], [0.35608, 1.98513, -2.43389], [-0.12661, 2.28853, -0.82363], [-0.98040, -1.52551, 3.20805], [-1.95002, -0.72949, 1.76680], [-0.74040, 0.19432, 2.80506], [-0.78520, -1.41963, -2.35335], [0.90088, -1.14138, -2.30178]], "forces_ev_per_a": [[-0.4, -0.8, 1.9], [0.7, 1.4, -1.3], [-1.5, 3.2, -1.0], [-2.2, 4.0, -0.4], [-0.1, -1.6, 0.3], [2.1, -0.1, -0.3], [0.3, -0.2, 0.3], [1.3, -0.3, -1.6], [-0.4, -0.9, 0.7], [0.4, -1.0, 0.3], [0.7, -2.1, -0.2], [-0.1, -0.8, 0.2], [2.7, -0.9, 1.1], [-0.5, -1.4, -0.3], [-0.7, -0.6, 0.0], [-2.3, 1.8, 0.5]], "nbo_charge": [-0.07, 0.27, 0.02, -0.25, -0.22, -0.60, -0.51, -0.51, 0.21, 0.19, 0.18, 0.20, 0.19, 0.18, 0.37, 0.37]}